[1]
C32H54BN8OsSe | ωB97M-V/def2-TZVPD

Each line ends with the Mulliken charge.
Element x y z (Å)
Os1 -0.635 -0.857 -0.403  0.827
C1 -0.033 -2.663 -2.904  -0.879
C2 1.483 -2.661 -2.769  0.661
C3 2.113 -2.199 -4.093  -1.507
C4 2.028 -1.806 -1.656  -0.251
C5 3.332 -1.508 -1.430  -1.410
C6 3.388 -0.492 -0.448  -0.008
C7 4.692 0.187 -0.118  0.660
C8 4.727 1.320 0.896  -1.120
C9 5.303 0.682 -1.446  -1.448
N1 2.136 -0.241 -0.035  0.672
N2 1.270 -1.067 -0.757  -0.254
B1 1.508 0.742 1.076  1.528
N3 0.536 1.672 0.290  0.335
N4 -0.179 1.038 -0.703  0.366
C10 -0.665 1.988 -1.563  -0.570
C11 -0.331 3.211 -1.042  -0.432
C12 0.447 2.993 0.107  -0.510
C13 1.114 4.113 0.853  0.352
C14 1.615 3.826 2.261  -1.354
C15 2.232 4.701 -0.026  -1.322
C16 -1.187 1.703 -2.949  1.040
C17 -1.681 2.980 -3.626  -1.773
C18 -2.243 0.615 -3.051  -0.955
N5 0.714 -0.145 2.068  0.356
N6 -0.129 -1.032 1.467  -0.006
C19 -0.500 -1.982 2.366  -0.394
C20 0.023 -1.617 3.580  -1.493
C21 0.804 -0.472 3.373  0.672
C22 1.569 0.181 4.491  0.414
C23 2.954 0.727 4.170  -1.551
C24 0.671 1.214 5.190  -1.320
C25 -1.184 -3.256 1.968  0.324
C26 -2.661 -3.348 2.361  -1.272
C27 -0.920 -3.534 0.494  -1.427
H1 -0.325 -3.142 -3.839  0.575
H2 -0.414 -1.630 -2.983  -0.133
H3 -0.534 -3.203 -2.105  0.110
H4 1.815 -3.686 -2.579  0.470
H5 1.801 -1.181 -4.334  0.352
H6 1.798 -2.857 -4.902  0.449
H7 3.199 -2.220 -4.053  0.423
H8 4.181 -1.914 -1.952  0.794
H9 5.329 -0.627 0.248  0.440
H10 4.088 2.150 0.592  0.015
H11 5.747 1.697 0.939  0.567
H12 4.452 1.006 1.897  -0.166
H13 4.688 1.472 -1.881  0.360
H14 5.423 -0.108 -2.184  0.431
H15 6.289 1.096 -1.242  0.449
H16 2.336 1.349 1.625  -0.996
H17 -0.548 4.173 -1.472  0.726
H18 0.328 4.873 0.923  0.581
H19 2.598 3.358 2.247  0.111
H20 0.928 3.193 2.822  0.101
H21 1.715 4.767 2.800  0.476
H22 2.993 3.948 -0.243  0.138
H23 2.714 5.521 0.506  0.437
H24 1.853 5.087 -0.971  0.432
H25 -0.306 1.351 -3.501  0.099
H26 -2.537 3.401 -3.095  0.420
H27 -1.991 2.761 -4.646  0.420
H28 -0.900 3.737 -3.680  0.460
H29 -3.166 0.895 -2.542  0.263
H30 -1.904 -0.339 -2.625  -0.248
H31 -2.467 0.422 -4.101  0.567
H32 -0.059 -2.164 4.505  0.624
H33 1.711 -0.638 5.201  0.515
H34 2.913 1.691 3.669  0.119
H35 3.530 0.026 3.566  0.333
H36 3.494 0.870 5.105  0.575
H37 0.394 2.027 4.520  0.225
H38 1.209 1.641 6.035  0.432
H39 -0.243 0.757 5.568  0.411
H40 -0.655 -4.036 2.522  0.586
H41 -3.283 -2.669 1.778  0.155
H42 -2.795 -3.107 3.414  0.440
H43 -3.022 -4.364 2.202  0.421
H44 -1.388 -2.748 -0.164  0.004
H45 -1.420 -4.440 0.150  0.742
H46 0.143 -3.626 0.274  0.497
C28 -5.886 0.817 0.487  -0.828
N7 -5.633 -0.401 -0.298  0.215
C29 -6.608 -1.128 -0.929  -0.466
C30 -5.998 -2.174 -1.533  -0.345
N8 -4.654 -2.075 -1.260  0.190
C31 -3.670 -3.050 -1.717  -0.676
C32 -4.438 -0.978 -0.507  -0.268
Se1 -2.886 -0.189 0.243  0.192
H47 -6.949 1.027 0.436  0.330
H48 -5.330 1.650 0.063  0.341
H49 -5.596 0.656 1.522  0.353
H50 -7.647 -0.848 -0.894  0.496
H51 -6.407 -2.978 -2.121  0.535
H52 -4.200 -3.852 -2.223  0.382
H53 -3.144 -3.465 -0.864  0.193
H54 -2.978 -2.591 -2.415  0.206

Atomic forces in eV per Å
Os -0.5 -0.5 0.0
C 0.0 0.2 -0.1
C 0.1 0.0 0.0
C 0.0 0.0 0.0
C -0.2 0.1 0.2
C 0.1 0.0 -0.1
C -0.1 0.2 0.1
C 0.0 0.0 0.0
C 0.0 0.0 0.0
C 0.0 0.0 0.0
N -0.1 -0.1 0.1
N 0.4 -0.1 -0.2
B 0.1 0.0 -0.2
N -0.1 -0.2 0.1
N -0.2 0.6 0.1
C 0.1 -0.3 0.1
C 0.1 0.1 0.0
C 0.1 0.1 -0.2
C 0.0 0.0 0.0
C 0.0 0.0 0.0
C 0.0 0.0 0.0
C 0.0 0.0 0.0
C 0.0 0.0 0.0
C -0.1 -0.1 0.0
N -0.2 0.1 0.1
N 0.1 -0.1 0.1
C 0.0 0.1 0.0
C 0.0 -0.2 0.0
C 0.2 0.0 -0.1
C 0.0 0.0 0.0
C 0.0 0.0 0.0
C 0.0 0.0 0.0
C 0.0 0.0 0.0
C 0.0 0.0 -0.1
C 0.2 0.1 0.0
H 0.0 0.0 0.0
H 0.0 -0.1 0.0
H 0.0 0.0 0.1
H 0.0 0.0 0.0
H 0.0 0.0 0.0
H 0.0 0.0 0.0
H 0.0 0.0 0.0
H 0.0 0.0 0.0
H 0.0 0.0 0.0
H 0.0 0.0 0.0
H 0.0 0.0 0.0
H 0.0 0.0 0.0
H 0.0 0.0 0.0
H 0.0 0.0 0.0
H 0.0 0.0 0.0
H 0.1 0.0 0.0
H 0.0 0.0 0.0
H 0.0 0.0 0.0
H 0.0 0.0 0.0
H 0.0 0.0 0.0
H 0.0 0.0 0.0
H 0.0 0.0 0.0
H 0.0 0.0 0.0
H 0.0 0.0 0.0
H 0.0 0.0 0.0
H 0.0 0.0 0.0
H 0.0 0.0 0.0
H 0.0 0.0 0.0
H 0.0 0.0 0.0
H -0.1 -0.1 0.0
H 0.0 0.0 0.0
H 0.0 0.0 0.0
H 0.0 0.0 0.0
H 0.0 0.0 0.0
H 0.0 0.0 0.0
H 0.0 0.0 0.0
H 0.0 0.0 0.0
H 0.0 0.0 0.0
H 0.0 0.0 0.0
H 0.0 0.0 0.0
H 0.0 0.1 0.0
H 0.0 0.0 0.0
H 0.0 0.0 0.0
H -0.1 0.0 -0.1
H 0.0 0.0 0.0
H 0.0 0.0 0.0
C 0.0 0.0 0.0
N 0.0 0.1 0.0
C 0.0 0.1 0.0
C 0.1 0.0 0.0
N 0.0 0.1 0.0
C -0.1 0.0 0.0
C 0.0 -0.2 -0.2
Se 0.2 -0.1 0.0
H 0.0 0.0 0.0
H 0.0 0.0 0.0
H 0.0 0.0 0.0
H 0.0 0.0 0.0
H 0.0 0.0 0.0
H 0.0 0.0 0.0
H -0.1 0.0 0.0
H 0.1 0.1 -0.1

Output
- Frontier orbital gap (alpha / beta): 5.35 / 5.37 eV
- Spin multiplicity: 1
- DFT total energy: -4205.88344 Eh
- Net charge: +3
- HOMO energy (alpha / beta): -16.77 / -16.81 eV

=====

[2]
C2H15CsO6 | ωB97M-V/def2-TZVPD

Each line ends with the Mulliken charge.
Element x y z (Å)
Cs1 -0.951 -3.652 0.565  1.003
O1 -0.739 -0.561 -0.520  -0.860
H1 -0.426 -0.844 0.343  0.053
C1 2.899 0.686 2.235  -1.175
C2 2.013 1.025 1.015  0.161
O2 1.837 -0.079 0.169  -0.564
H2 3.967 0.659 1.997  0.313
H3 2.543 -0.217 2.724  0.290
H4 2.889 1.552 2.904  0.347
H5 2.428 1.915 0.536  0.252
H6 1.064 1.182 1.541  -0.004
H7 0.953 -0.014 -0.258  0.402
O3 -3.251 -1.353 -0.194  -0.663
H8 -3.635 -0.749 0.452  0.311
H9 -2.323 -1.030 -0.311  0.285
O4 -1.298 -2.224 -2.750  -0.650
H10 -0.947 -1.692 -2.005  0.309
H11 -0.841 -1.885 -3.525  0.268
O5 -1.728 1.464 1.257  -0.669
H12 -1.381 1.069 0.433  0.320
H13 -1.078 2.129 1.504  0.277
O6 -0.729 1.259 -2.667  -0.633
H14 -0.335 0.813 -3.421  0.293
H15 -0.931 0.546 -2.026  0.333

Atomic forces in eV per Å
Cs -0.3 0.4 -0.4
O -0.1 -0.6 0.0
H 0.0 0.2 0.2
C 0.6 0.8 -0.8
C 0.0 -0.7 1.9
O 0.3 -0.1 -0.3
H -0.1 -0.7 -0.2
H 0.2 0.0 0.1
H -0.5 -0.2 0.2
H -0.4 0.0 -0.3
H -0.2 0.8 -0.6
H 0.3 0.0 -0.1
O -0.1 -0.5 0.5
H 0.0 0.0 -0.1
H 0.0 0.4 -0.3
O 0.3 -0.2 0.2
H -0.2 0.3 0.0
H 0.0 -0.1 0.0
O 0.1 0.0 -0.1
H -0.1 -0.1 0.1
H -0.1 0.0 0.0
O -0.2 -0.3 0.2
H 0.0 0.0 0.0
H 0.3 0.5 -0.2

Output
- Frontier orbital gap: 8.60 eV
- Spin multiplicity: 1
- DFT total energy: -556.76313 Eh
- Net charge: 0
- HOMO energy: -9.49 eV

=====

[3]
C5H8N | ωB97M-V/def2-TZVPD

Each line ends with the Mulliken charge.
Element x y z (Å)
C1 -1.481 1.678 -1.335  -0.753
C2 -0.494 1.278 -0.584  -0.048
C3 0.033 -0.118 -0.656  0.025
N1 1.499 -0.141 -0.270  -0.299
C4 0.635 -0.800 0.475  0.383
C5 0.355 -1.488 1.749  -0.760
H1 -1.728 2.723 -1.435  0.311
H2 -1.811 0.904 -2.052  0.205
H3 0.017 1.912 0.132  0.297
H4 -0.400 -0.698 -1.454  0.379
H5 2.299 -0.473 -0.747  0.281
H6 0.807 -0.743 2.388  0.314
H7 0.974 -2.469 1.870  0.343
H8 -0.707 -1.563 1.920  0.322

Atomic forces in eV per Å
C 0.1 -0.6 -1.7
C 0.8 -0.5 1.4
C -0.3 1.6 0.4
N -2.3 -2.2 1.0
C 0.2 1.1 -0.4
C 2.0 -1.2 -1.1
H -0.5 -0.1 0.1
H -0.5 0.9 0.2
H 0.0 0.1 0.0
H 0.3 -0.6 -0.3
H 1.5 -0.1 -0.3
H 0.1 0.1 1.0
H -1.2 1.7 -0.1
H -0.1 -0.3 0.0

Output
- Frontier orbital gap: 8.84 eV
- Spin multiplicity: 1
- SMILES string: C=C[C@H]1[NH+]=C1C
- DFT total energy: -249.69394 Eh
- Net charge: +1
- Energy relative to the best compared isomer or geometry (same formula, charge and spin): 344.5 kJ/mol
- HOMO energy: -14.43 eV

=====

[4]
C4H10NO3 | ωB97M-V/def2-TZVPD

Each line ends with the Mulliken charge.
Element x y z (Å)
O1 -2.449 -2.622 -1.832  -0.622
C1 -2.261 -1.590 -1.203  0.112
N1 -1.006 -1.096 -1.042  -0.132
C2 -0.853 0.060 -0.129  -0.496
C3 -0.024 -0.247 1.127  -0.405
C4 0.997 0.864 1.488  -0.672
O2 2.219 0.570 0.893  -0.804
H1 -3.092 -0.997 -0.765  0.267
H2 -0.172 -1.624 -1.229  0.257
H3 -1.785 0.535 0.172  0.358
H4 -0.188 0.762 -0.708  0.208
H5 -0.684 -0.314 2.006  0.261
H6 0.541 -1.186 1.083  0.269
H7 0.551 1.742 0.957  0.274
H8 1.146 1.026 2.569  0.315
H9 2.119 0.804 -0.396  0.438
H10 2.759 2.037 -1.570  0.205
O3 2.182 1.276 -1.422  -0.832

Atomic forces in eV per Å
O -0.8 0.0 0.1
C 1.6 -1.2 -1.0
N -2.4 1.6 1.8
C 3.0 0.3 -0.8
C -0.4 -0.1 1.8
C 0.8 -0.5 -2.1
O -0.5 -0.2 0.3
H 0.5 0.0 -0.1
H -0.1 -0.3 -0.3
H -0.2 -0.2 -0.6
H -1.0 -0.1 0.5
H -0.3 -0.4 -0.1
H -0.2 0.1 -0.3
H 0.1 0.4 0.9
H -0.5 0.0 -0.1
H 1.1 1.2 0.3
H -0.2 -0.5 0.7
O -0.6 -0.4 -1.1

Output
- Frontier orbital gap: 7.41 eV
- Spin multiplicity: 1
- DFT total energy: -438.89401 Eh
- Net charge: -1
- Energy relative to the best compared isomer or geometry (same formula, charge and spin): 239.5 kJ/mol
- HOMO energy: -3.70 eV

=====

[5]
C6H6INO4 | ωB97M-V/def2-TZVPD

Each line ends with the Mulliken charge.
Element x y z (Å)
O1 -0.683 3.453 1.878  -0.720
C1 -0.252 2.334 2.192  0.542
O2 -0.207 1.741 3.224  -0.725
N1 0.102 1.536 0.981  0.278
C2 0.330 0.056 1.199  -0.683
C3 -0.160 -0.577 -0.079  -0.659
C4 0.157 0.449 -1.111  -0.527
C5 -0.153 1.785 -0.426  -0.349
I1 -2.412 2.338 -0.798  -0.219
C6 0.659 2.997 -1.198  0.660
O3 1.880 2.820 -0.995  -0.746
O4 0.091 3.733 -1.984  -0.689
H1 0.011 -0.334 2.177  0.346
H2 1.511 -0.047 1.228  0.178
H3 -1.212 -0.572 -0.098  0.306
H4 0.228 -1.574 -0.331  0.363
H5 1.294 0.339 -1.150  0.336
H6 -0.586 0.369 -1.987  0.307

Atomic forces in eV per Å
O 0.3 0.7 0.4
C -1.4 1.9 -4.6
O 0.7 -1.9 3.7
N -0.3 -1.9 -1.3
C 2.9 1.1 -0.1
C -0.2 -0.4 0.4
C 0.1 0.3 -0.6
C 1.3 0.9 2.1
I -0.3 -0.4 0.0
C 0.7 -1.6 0.5
O 0.1 0.2 0.3
O -0.7 0.6 -0.3
H -0.4 0.4 -0.6
H -1.8 -0.1 0.0
H -1.7 -0.7 0.5
H 0.0 0.2 0.3
H -1.3 0.9 -1.3
H 2.0 0.0 0.6

Output
- Frontier orbital gap: 5.93 eV
- Spin multiplicity: 1
- SMILES string: O=C([O-])N1CCC[C@]1(I)C(=O)[O-]
- DFT total energy: -885.66900 Eh
- Net charge: -2
- Energy relative to the best compared isomer or geometry (same formula, charge and spin): 0.0 kJ/mol
- HOMO energy: -0.83 eV

=====

[6]
C37H37Br3O12 | ωB97M-V/def2-TZVPD

Each line ends with the Mulliken charge.
Element x y z (Å)
C1 1.151 -0.082 -0.045  -0.376
Br1 1.028 1.647 0.897  0.096
Br2 -0.276 -0.250 -1.518  0.174
Br3 1.164 -1.554 1.301  -0.024
H1 2.129 -0.091 -0.525  0.306
C2 3.078 -5.372 0.003  -0.312
C3 2.194 -5.352 -1.010  -0.498
C4 2.063 -4.200 -1.693  0.448
C5 2.984 -3.153 -1.590  -0.646
C6 3.947 -3.213 -0.547  -0.546
C7 3.882 -4.326 0.300  0.281
O1 4.678 -4.388 1.395  -0.543
O2 1.071 -4.190 -2.653  -0.507
H2 3.067 -6.329 0.504  0.384
H3 1.519 -6.195 -1.034  0.398
H4 2.860 -2.280 -2.214  0.468
H5 4.693 -2.445 -0.402  0.451
H6 5.584 -4.357 1.077  0.338
H7 1.411 -3.662 -3.378  0.288
C8 2.698 1.252 -3.495  -1.035
C9 3.368 1.646 -2.346  -0.337
C10 4.820 1.537 -2.324  0.503
C11 5.501 1.008 -3.456  -0.532
C12 4.803 0.660 -4.560  -0.513
C13 3.424 0.660 -4.515  0.628
O3 2.815 0.023 -5.607  -0.519
O4 5.470 2.000 -1.183  -0.557
H8 1.620 1.315 -3.533  0.478
H9 2.777 2.004 -1.516  0.494
H10 6.578 0.939 -3.489  0.433
H11 5.348 0.290 -5.415  0.338
H12 3.242 0.420 -6.369  0.335
H13 4.839 2.454 -0.620  0.299
C14 -3.225 -4.981 1.062  -0.537
C15 -2.768 -5.631 -0.057  -0.687
C16 -1.675 -4.965 -0.678  -0.075
C17 -1.237 -3.717 -0.307  0.757
C18 -1.769 -3.079 0.793  -0.065
C19 -2.887 -3.673 1.452  0.243
O5 -3.418 -3.156 2.564  -0.599
O6 -1.165 -5.621 -1.757  -0.634
H14 -4.124 -5.424 1.464  0.294
H15 -3.348 -6.446 -0.464  0.452
H16 -0.414 -3.185 -0.762  0.057
H17 -1.410 -2.103 1.083  0.061
H18 -3.248 -2.211 2.569  0.296
H19 -0.590 -5.034 -2.253  0.418
C20 -4.514 -2.409 -1.946  -0.559
C21 -3.772 -3.201 -2.765  -0.761
C22 -2.847 -2.558 -3.604  0.900
C23 -2.546 -1.187 -3.524  -0.899
C24 -3.234 -0.437 -2.517  -0.653
C25 -4.197 -1.079 -1.686  0.445
O7 -4.875 -0.434 -0.702  -0.527
O8 -2.210 -3.263 -4.613  -0.591
H20 -5.321 -2.724 -1.300  0.325
H21 -3.953 -4.264 -2.815  0.432
H22 -1.903 -0.669 -4.220  0.596
H23 -2.996 0.614 -2.436  0.695
H24 -5.190 -1.091 -0.078  0.281
H25 -1.405 -2.884 -4.975  0.288
C26 2.307 5.575 6.110  -0.509
C27 2.188 4.555 5.211  -0.566
C28 1.106 4.632 4.325  0.359
C29 -0.027 5.474 4.559  -0.431
C30 0.020 6.213 5.678  -0.464
C31 1.209 6.327 6.398  0.352
O9 1.336 7.305 7.356  -0.571
O10 0.998 3.780 3.208  -0.334
H26 3.067 5.555 6.877  0.323
H27 2.988 3.836 5.122  0.364
H28 -0.849 5.358 3.869  0.400
H29 -0.866 6.766 5.953  0.421
H30 1.122 8.131 6.916  0.331
H31 1.458 2.943 3.112  0.184
C32 -3.343 4.885 1.712  -0.419
C33 -4.059 3.721 2.009  -0.729
C34 -3.517 2.520 1.533  0.515
C35 -2.335 2.457 0.789  -0.309
C36 -1.667 3.623 0.480  -0.449
C37 -2.119 4.775 1.046  0.126
O11 -1.421 5.920 0.774  -0.541
O12 -4.242 1.331 1.724  -0.424
H32 -3.700 5.893 1.866  0.344
H33 -5.032 3.817 2.469  0.340
H34 -1.974 1.509 0.418  0.265
H35 -0.787 3.611 -0.145  0.671
H36 -2.102 6.494 0.416  0.333
H37 -5.044 1.390 2.249  0.273

Atomic forces in eV per Å
C -0.4 -0.1 0.2
Br 0.0 -0.9 -0.7
Br 1.5 0.0 1.8
Br 0.1 1.0 -1.1
H -0.4 -0.1 -0.1
C 0.1 -1.8 1.1
C -1.2 -0.6 0.7
C 0.1 1.0 -2.0
C 0.3 -0.3 1.4
C -1.5 -0.6 -0.9
C 1.0 1.4 -0.7
O 0.8 -0.2 0.7
O 0.1 0.5 -0.4
H 0.6 0.3 0.8
H -0.2 0.1 -0.8
H 0.2 0.1 -0.2
H -0.1 0.2 0.1
H 0.3 0.1 0.3
H -0.3 0.2 -0.3
C 0.2 -0.8 0.1
C 2.4 -0.4 -0.8
C -2.1 0.4 0.4
C 0.5 1.6 2.4
C -0.5 -0.6 0.2
C -0.3 -0.2 -1.5
O -0.5 0.8 0.5
O 0.4 -0.7 -1.2
H -0.1 -0.1 -0.1
H 0.3 0.3 0.2
H 0.1 0.2 0.3
H -0.2 -0.2 -0.1
H -0.2 -0.2 -0.4
H -0.2 0.0 0.0
C -2.1 0.6 0.2
C 1.6 2.3 0.1
C -1.1 -1.7 -1.1
C 0.5 0.4 0.8
C -2.4 -0.5 0.7
C 3.1 -1.2 -1.4
O -1.0 0.6 0.9
O 0.0 -0.2 -0.2
H -0.1 0.1 0.7
H 0.7 -0.3 -0.1
H 0.1 -0.4 -0.5
H -0.1 0.0 0.1
H 0.0 0.2 0.2
H 0.3 0.2 -0.2
C 0.0 1.0 1.6
C 0.6 0.1 -1.4
C 1.5 0.7 -1.0
C -2.3 -0.1 2.0
C -0.2 -1.0 -0.1
C 1.1 0.3 -1.8
O 0.2 0.7 -0.1
O -0.7 -1.3 0.3
H -0.1 -0.9 -0.1
H 0.1 0.0 -0.3
H 0.2 -0.2 -0.1
H -0.2 0.1 0.3
H -0.1 0.0 0.1
H -0.2 0.5 0.4
C -0.3 -0.8 2.1
C -0.5 0.1 -2.0
C -0.1 -1.7 -0.5
C 2.0 -2.7 -1.4
C -0.2 1.4 0.8
C -0.6 1.1 -0.3
O -0.1 0.2 0.5
O -0.9 1.2 -0.1
H 0.5 0.3 -0.3
H -0.1 -0.2 -0.3
H -0.2 0.2 0.2
H 0.1 0.3 0.3
H -0.1 0.2 0.2
H 0.5 0.2 1.1
C 0.5 -1.0 -0.2
C 1.0 0.7 -1.0
C -1.6 -0.8 0.7
C -0.9 -0.4 0.2
C 0.2 -1.0 0.6
C -0.8 0.9 -0.2
O 0.0 0.6 -0.3
O 1.3 -0.1 -0.4
H -0.2 0.0 0.5
H 0.0 -0.4 0.1
H -0.2 -0.1 0.0
H 0.0 0.1 0.1
H 0.3 0.7 -0.1
H 0.2 0.7 0.1

Output
- Frontier orbital gap: 6.73 eV
- Spin multiplicity: 1
- DFT total energy: -10056.89795 Eh
- Net charge: 0
- Energy relative to the best compared isomer or geometry (same formula, charge and spin): 22.7 kJ/mol
- HOMO energy: -7.42 eV